[1]
44
Properties=species:S:1:pos:R:3 method="wB97M-V/def2-TZVPD" lumo_energy_ev=0.8386 energy_ha=-846.22264 smiles="COC(=O)[C@H](CC(C)C)NC(=O)[C@H](N)CC(C)C"
C 1.31 -3.19 -3.70
O 1.15 -3.09 -2.30
C 1.59 -1.96 -1.74
O 2.15 -1.09 -2.34
C 1.36 -1.90 -0.22
C 0.17 -2.76 0.23
C 0.12 -3.02 1.74
C -0.95 -4.07 2.02
C -0.17 -1.76 2.55
N 1.21 -0.51 0.14
C 0.29 0.27 -0.46
O -0.59 -0.14 -1.19
C 0.44 1.76 -0.11
N 1.30 1.92 1.06
C -0.95 2.40 0.01
C -0.94 3.93 0.10
C -0.50 4.57 -1.22
C -2.34 4.42 0.47
H 0.91 -4.15 -3.99
H 2.37 -3.12 -3.97
H 0.78 -2.38 -4.20
H 2.28 -2.28 0.25
H 0.23 -3.71 -0.29
H -0.75 -2.26 -0.09
H 1.09 -3.43 2.06
H -0.75 -4.99 1.48
H -0.99 -4.30 3.09
H -1.93 -3.71 1.71
H -0.31 -2.01 3.59
H 0.65 -1.05 2.47
H -1.07 -1.28 2.18
H 1.96 -0.01 0.60
H 0.98 2.20 -0.97
H 1.59 2.88 1.15
H 0.77 1.68 1.90
H -1.54 2.08 -0.85
H -1.42 1.99 0.91
H -0.25 4.24 0.89
H -1.14 4.24 -2.03
H -0.55 5.65 -1.15
H 0.53 4.30 -1.46
H -2.66 4.01 1.42
H -3.06 4.12 -0.30
H -2.36 5.51 0.54


[2]
52
Properties=species:S:1:pos:R:3 method="wB97M-V/def2-TZVPD" lumo_energy_ev="-4.7746 / -4.7367" energy_ha=-2114.98224 charge=+1 multiplicity=7
O -3.63 -1.53 -1.40
H -4.07 -2.10 -0.75
Tb -0.92 -0.23 0.31
N 1.19 -1.21 0.88
N -0.89 -1.78 2.15
N 0.31 1.12 -1.09
N -2.36 1.21 -0.99
O 2.23 -0.99 0.10
O 1.69 1.08 -1.25
O -3.71 1.12 -1.30
O -1.97 -1.72 2.83
C 0.25 -2.20 2.78
C 1.43 -1.80 2.09
C -0.30 2.21 -1.61
C -1.74 2.26 -1.54
C 2.78 -1.86 2.70
H 3.08 -0.88 3.09
H 3.53 -2.20 1.97
H 2.76 -2.56 3.54
C 0.16 -2.78 4.14
H -0.57 -3.61 4.14
H -0.18 -2.03 4.87
H 1.12 -3.17 4.48
C 0.47 3.36 -2.18
C -2.51 3.36 -2.18
H 1.52 3.08 -2.23
H 0.35 4.26 -1.55
H 0.09 3.61 -3.18
H -3.54 3.39 -1.83
H -2.50 3.26 -3.28
H -2.01 4.31 -1.93
H 1.97 0.23 -0.70
H -3.89 0.13 -1.31
C -2.13 -1.76 -1.22
H -1.92 -2.04 -0.15
H -1.62 -0.86 -1.64
H -1.80 -2.59 -1.85
O 2.38 -2.31 -2.82
H 1.67 -1.85 -3.28
H 2.15 -2.12 -1.88
C 1.64 1.98 2.26
C 0.21 2.15 2.53
N -0.72 1.42 1.91
C -1.96 1.87 2.34
C -1.78 2.89 3.23
N -0.39 3.04 3.34
H 1.81 2.00 1.17
H 2.22 2.78 2.74
H 1.99 1.00 2.62
H -2.85 1.39 1.96
H -2.51 3.49 3.74
H 0.10 3.71 3.92


[3]
46
Properties=species:S:1:pos:R:3 method="wB97M-V/def2-TZVPD" lumo_energy_ev="-11.1292 / -15.0500" energy_ha=-1592.16247 charge=+3 multiplicity=5
Pt -0.59 -0.60 0.56
P 0.46 0.97 1.94
C 1.34 2.06 0.78
C 1.74 1.31 -0.49
N 0.90 0.34 -0.94
C 1.08 -0.29 -2.12
C 2.10 0.07 -3.00
C 2.86 1.23 -2.69
C 2.62 1.83 -1.43
C 0.15 -1.51 -2.47
P -1.34 -1.54 -1.35
H 3.21 2.69 -1.14
H 2.20 -0.48 -3.94
H 3.68 1.51 -3.35
H -0.21 -1.39 -3.51
H 0.69 -2.48 -2.31
H 0.65 2.90 0.53
H 2.25 2.54 1.14
H -1.37 2.80 -0.25
O -1.09 3.66 -0.69
H -1.27 4.30 0.01
H -2.23 0.07 1.05
O -2.44 0.96 0.63
H -3.36 1.25 0.42
C -2.62 -0.55 -2.17
H -2.64 -0.78 -3.24
H -3.58 -0.82 -1.69
H -2.40 0.51 -1.98
C -1.88 -3.25 -1.17
H -2.79 -3.23 -0.56
H -2.10 -3.67 -2.17
H -1.09 -3.83 -0.67
C 1.82 0.33 3.00
H 2.37 1.23 3.37
H 1.30 -0.23 3.81
H 2.45 -0.29 2.33
C -0.66 1.97 2.98
H -0.92 1.34 3.85
H -0.18 2.90 3.33
H -1.58 2.18 2.41
C 0.14 -2.76 2.22
C 0.59 -2.04 1.00
O 1.56 -2.31 0.31
H 0.89 -2.63 3.00
H 0.10 -3.83 2.01
H -0.83 -2.45 2.62


[4]
47
Properties=species:S:1:pos:R:3 method="wB97M-V/def2-TZVPD" lumo_energy_ev="-2.8659 / -2.8654" energy_ha=-2398.66874 charge=+1 multiplicity=3
Ti -0.58 0.83 0.59
P 3.00 0.05 0.56
C 2.08 -1.34 -0.29
C 0.65 -1.74 -0.64
N -0.50 -1.06 -0.39
C -1.68 -1.56 -0.87
C -1.76 -2.81 -1.46
C -0.60 -3.54 -1.67
C 0.60 -2.98 -1.27
C -2.95 -0.74 -0.78
P -2.58 1.07 -0.62
H 1.54 -3.51 -1.36
H -2.74 -3.18 -1.75
H -0.63 -4.52 -2.13
H -3.56 -0.88 -1.69
H -3.56 -1.08 0.08
H 2.65 -1.35 -1.20
H 2.44 -2.20 0.32
H 1.68 0.37 -5.40
O 2.11 1.22 -5.46
H 2.92 1.10 -4.95
H 2.76 1.39 0.14
O 0.76 1.92 -0.09
H 0.76 2.60 -0.79
C -2.76 1.65 -2.33
H -3.68 1.24 -2.77
H -2.78 2.74 -2.31
H -1.89 1.31 -2.92
C -3.94 1.76 0.35
H -3.74 2.83 0.45
H -4.89 1.59 -0.15
H -3.95 1.30 1.35
C 2.76 -0.32 2.32
H 3.18 -1.30 2.58
H 3.28 0.45 2.89
H 1.71 -0.33 2.61
C 4.73 -0.25 0.11
H 5.41 0.20 0.84
H 4.95 -1.32 0.04
H 4.91 0.20 -0.88
C -0.98 1.81 4.68
C -0.72 0.93 3.48
O -0.38 -0.25 3.55
O -0.91 1.58 2.33
H -0.87 1.23 5.59
H -1.99 2.22 4.62
H -0.29 2.66 4.68


[5]
44
Properties=species:S:1:pos:R:3 method="wB97M-V/def2-TZVPD" lumo_energy_ev="-2.2707 / -2.4604" energy_ha=-1755.56659 charge=+1 multiplicity=3
V -0.37 -0.22 0.33
C 1.14 0.88 2.96
C 0.55 2.04 2.20
O 0.38 1.73 0.79
C 1.47 2.03 -0.14
C 2.47 0.90 -0.16
O 1.73 -0.31 -0.31
C 2.47 -1.53 -0.25
C 1.42 -2.62 -0.18
O 0.39 -2.29 0.76
C 0.55 -2.64 2.15
C 1.17 -1.51 2.92
O 0.47 -0.32 2.59
H 1.10 1.04 4.03
H 2.23 0.74 2.74
H 1.17 2.94 2.31
H -0.46 2.23 2.56
H 1.93 2.97 0.18
H 0.98 2.14 -1.12
H 3.07 0.88 0.75
H 3.17 1.01 -1.01
H 3.14 -1.58 0.62
H 3.11 -1.68 -1.13
H 1.90 -3.59 0.07
H 0.91 -2.67 -1.15
H 1.18 -3.54 2.23
H -0.43 -2.88 2.55
H 2.24 -1.34 2.67
H 1.07 -1.73 3.98
C -1.70 0.49 -3.40
C -2.49 0.50 -2.11
C -2.93 1.94 -1.81
C -3.69 -0.41 -2.29
C -1.59 0.09 -0.96
H -2.32 0.80 -4.22
H -1.30 -0.50 -3.60
H -0.83 1.17 -3.34
H -3.50 2.34 -2.63
H -2.08 2.60 -1.65
H -3.51 1.93 -0.89
H -4.35 0.00 -3.02
H -4.26 -0.56 -1.38
H -3.37 -1.41 -2.65
H -2.22 -0.06 -0.01


[6]
48
Properties=species:S:1:pos:R:3 method="wB97M-V/def2-TZVPD" lumo_energy_ev=0.5005 energy_ha=-1063.02076 smiles="O=COCCBCCO.CCOC(C)=O.CCOC(C)=O"
O -0.18 -4.98 1.07
C 0.02 -4.18 1.89
O 0.64 -3.00 1.67
C -0.17 -2.09 0.89
C -0.70 -0.95 1.74
B -1.96 -1.26 2.63
C -2.98 -2.44 2.38
C -3.75 -2.33 1.06
O -4.97 -3.09 1.14
H -0.24 -4.37 2.93
H -0.93 -2.60 0.33
H 0.50 -1.67 0.15
H 0.10 -0.66 2.42
H -0.89 -0.06 1.15
H -2.17 -0.52 3.54
H -3.73 -2.41 3.16
H -2.54 -3.43 2.43
H -4.05 -1.32 0.87
H -3.19 -2.75 0.23
H -4.74 -3.89 1.63
C 2.94 2.07 -0.15
C 2.29 2.98 0.86
O 1.39 2.27 1.71
C 1.77 1.59 2.81
C 3.24 1.36 3.07
O 0.93 1.12 3.52
H 3.55 1.30 0.33
H 3.58 2.64 -0.83
H 2.18 1.55 -0.74
H 3.02 3.54 1.45
H 1.67 3.72 0.34
H 3.52 0.38 2.70
H 3.40 1.39 4.15
H 3.90 2.11 2.63
C -0.44 -0.13 -3.24
C -1.19 1.18 -3.36
O -0.38 2.30 -2.99
C 0.48 2.91 -3.83
C 0.79 2.28 -5.16
O 1.03 3.92 -3.47
H 0.42 -0.17 -3.91
H -1.09 -0.97 -3.47
H -0.05 -0.25 -2.23
H -1.62 1.33 -4.35
H -2.02 1.19 -2.65
H 1.71 1.71 -5.08
H 0.93 3.08 -5.89
H 0.01 1.63 -5.55


[7]
47
Properties=species:S:1:pos:R:3 method="wB97M-V/def2-TZVPD" lumo_energy_ev=-11.6793 energy_ha=-3840.03287 charge=+2
C 1.32 3.09 1.31
C -0.14 2.90 0.88
Cl -1.03 4.40 1.30
C -0.35 2.54 -0.61
C 0.86 2.78 -1.50
C 0.82 2.30 -2.95
N 1.72 2.96 -3.58
C 2.41 3.95 -2.75
C 1.21 4.27 -1.80
H 1.40 3.25 2.38
H 1.81 3.90 0.77
H 1.88 2.18 1.07
H -0.54 2.13 1.53
H -0.73 1.51 -0.67
H -1.17 3.16 -0.98
H 1.73 2.22 -1.13
H 0.22 1.52 -3.41
H 1.96 2.86 -4.56
H 2.79 4.78 -3.33
H 3.16 3.47 -2.12
H 0.39 4.65 -2.41
H 1.38 4.92 -0.95
C -0.98 -6.00 2.49
O -1.10 -4.96 1.52
C -2.34 -4.41 1.43
C -2.31 -2.99 0.86
O -1.96 -2.05 1.82
C -0.59 -1.98 2.23
C 0.34 -1.37 1.21
O 0.62 -2.29 0.16
C 0.85 -1.62 -1.06
H -1.57 -6.87 2.19
H 0.07 -6.28 2.53
H -1.29 -5.65 3.48
H -2.86 -4.42 2.39
H -2.95 -5.08 0.66
H -3.35 -2.74 0.57
H -1.70 -2.94 -0.04
H -0.23 -2.96 2.55
H -0.60 -1.33 3.10
H 1.28 -1.11 1.69
H -0.11 -0.46 0.79
H -0.01 -0.99 -1.33
H 0.99 -2.37 -1.84
H 1.75 -1.00 -1.01
Br 1.52 7.02 -2.96
Be -4.57 -4.90 0.09


[8]
55
Properties=species:S:1:pos:R:3 method="wB97M-V/def2-TZVPD" lumo_energy_ev=0.0508 energy_ha=-31604.82182 smiles="C[N+](=O)[O-].BrCCBr.BrCCBr.BrCCBr.BrCCBr.BrCCBr.BrCCBr"
C 4.35 -16.85 13.50
N 2.94 -17.36 13.29
O 2.50 -18.24 13.98
O 2.35 -16.65 12.49
H 4.39 -16.26 14.41
H 4.69 -16.25 12.65
H 5.06 -17.63 13.75
Br 6.11 -19.11 7.81
C 4.85 -18.96 9.25
C 4.03 -17.65 9.12
Br 5.26 -16.18 9.52
H 5.43 -19.02 10.16
H 4.26 -19.87 9.36
H 3.26 -17.59 9.88
H 3.69 -17.50 8.10
Br 0.73 -13.36 12.40
C 2.34 -13.25 11.21
C 3.53 -12.67 12.01
Br 5.14 -12.32 10.90
H 2.10 -12.76 10.27
H 2.55 -14.26 10.86
H 3.82 -13.31 12.84
H 3.12 -11.70 12.30
Br 5.24 -17.05 18.68
C 4.86 -19.04 18.37
C 4.41 -19.24 16.95
Br 3.92 -21.18 16.63
H 4.07 -19.34 19.05
H 5.76 -19.65 18.50
H 5.27 -19.05 16.30
H 3.49 -18.68 16.82
Br 3.44 -13.76 15.46
C 1.86 -14.26 16.49
C 2.19 -13.88 17.94
Br 0.44 -14.05 18.89
H 1.69 -15.33 16.34
H 1.01 -13.78 16.01
H 2.50 -12.84 17.94
H 2.93 -14.50 18.46
Br 0.11 -19.23 11.48
C -0.98 -17.78 12.23
C -1.53 -17.01 10.93
Br -2.91 -18.00 10.04
H -0.33 -17.11 12.79
H -1.73 -18.31 12.83
H -0.70 -16.79 10.25
H -2.00 -16.09 11.26
Br 6.75 -19.91 12.86
C 8.55 -19.23 13.37
C 8.54 -17.77 13.71
Br 7.56 -17.42 15.38
H 9.02 -19.28 12.38
H 9.10 -19.90 14.03
H 8.14 -17.12 12.93
H 9.54 -17.38 13.86


[9]
55
Properties=species:S:1:pos:R:3 method="wB97M-V/def2-TZVPD" lumo_energy_ev=0.4535 energy_ha=-2270.75068 smiles="CC[C@@H](Cl)OC(=O)N[PH2]=O.COC(=O)OC.COC(=O)OC.COC(=O)OC"
C 0.08 -2.88 6.49
C -0.55 -1.69 5.74
C -1.79 -1.21 6.44
Cl -2.43 0.20 5.54
O -2.72 -2.31 6.49
C -3.84 -2.20 5.73
O -3.86 -2.60 4.59
N -4.97 -1.59 6.37
P -6.22 -2.67 6.77
O -7.17 -2.06 7.71
H -0.15 -3.79 5.96
H -0.33 -3.00 7.49
H 1.16 -2.80 6.50
H -0.85 -2.04 4.76
H 0.15 -0.87 5.67
H -1.58 -0.92 7.46
H -5.36 -0.97 5.66
H -6.91 -3.06 5.61
H -5.63 -3.84 7.30
C 4.01 -2.54 2.25
O 3.60 -1.37 1.53
C 2.64 -0.68 2.12
O 2.12 -0.95 3.17
O 2.34 0.39 1.37
C 1.31 1.20 1.94
H 4.79 -3.01 1.66
H 4.41 -2.27 3.22
H 3.18 -3.23 2.36
H 1.62 1.59 2.91
H 0.38 0.65 2.02
H 1.16 2.04 1.25
C 2.38 -0.46 -1.25
O 2.17 -0.92 -2.59
C 1.48 -0.08 -3.36
O 1.05 0.99 -3.02
O 1.36 -0.62 -4.57
C 0.64 0.19 -5.50
H 2.94 -1.23 -0.74
H 2.96 0.46 -1.25
H 1.43 -0.32 -0.75
H 1.14 1.14 -5.66
H -0.38 0.35 -5.15
H 0.60 -0.36 -6.44
C 2.33 3.40 -9.52
O 1.47 4.49 -9.16
C 0.30 4.12 -8.65
O -0.07 2.98 -8.48
O -0.39 5.21 -8.36
C -1.68 4.96 -7.80
H 3.24 3.84 -9.92
H 2.57 2.80 -8.65
H 1.86 2.78 -10.29
H -1.59 4.42 -6.86
H -2.30 4.41 -8.50
H -2.13 5.93 -7.61


[10]
53
Properties=species:S:1:pos:R:3 method="wB97M-V/def2-TZVPD" lumo_energy_ev=-11.7090 energy_ha=-1464.10694 charge=+2
Y -1.80 0.48 4.10
O 0.56 1.36 1.03
H 0.98 1.30 0.16
C -7.05 2.55 1.34
O -6.00 2.13 1.86
N -8.27 2.66 1.89
C -9.30 3.50 1.14
C -8.64 2.27 3.23
H -7.06 2.67 0.25
H -9.06 3.61 0.09
H -9.55 4.50 1.50
H -10.19 2.86 1.13
H -7.97 2.84 3.86
H -9.67 2.24 3.60
H -8.32 1.26 3.50
C -1.03 4.82 -3.40
O -2.30 4.77 -3.68
N -0.09 5.54 -4.04
C 1.31 5.47 -3.53
C -0.34 6.49 -5.14
H -0.59 4.30 -2.55
H 1.59 6.11 -2.69
H 2.07 5.60 -4.30
H 1.47 4.47 -3.13
H 0.31 6.20 -5.97
H -1.39 6.45 -5.42
H -0.13 7.54 -4.94
C -0.76 -4.35 -4.78
O -0.41 -4.74 -5.92
N 0.09 -3.72 -3.91
C -0.44 -2.89 -2.74
C 1.49 -3.52 -4.16
H -1.81 -4.34 -4.43
H -0.28 -1.82 -2.79
H 0.07 -3.19 -1.82
H -1.50 -3.01 -2.53
H 1.91 -2.53 -3.97
H 2.05 -4.27 -3.61
H 1.83 -3.64 -5.19
C 5.09 -3.30 3.97
C 5.79 -4.11 5.09
O 7.14 -4.15 4.71
C 7.98 -5.06 5.45
O 7.61 -5.70 6.40
C 9.39 -5.28 4.73
F 10.33 -5.36 5.59
F 9.45 -6.45 4.11
F 9.68 -4.38 3.80
H 4.05 -3.63 3.87
H 5.45 -3.39 2.95
H 5.12 -2.23 4.18
H 5.47 -5.15 5.02
H 5.64 -3.76 6.11